{
  "formula": "C17H27BFeNO4P2",
  "method": "ωB97M-V/def2-TZVPD",
  "e_homo_ev": [-9.277, -10.335],
  "lumo_ev": [-3.0, -3.7],
  "charge": 1,
  "total_energy_ev": -81382.6405,
  "spin_multiplicity": 5,
  "symbols": ["Fe", "P", "C", "C", "N", "C", "C", "C", "C", "C", "P", "H", "H", "H", "H", "H", "H", "H", "H", "O", "H", "H", "O", "H", "C", "H", "H", "H", "C", "H", "H", "H", "C", "H", "H", "H", "C", "H", "H", "H", "O", "B", "O", "C", "C", "C", "C", "C", "C", "H", "H", "H", "H"],
  "coordinates": [[-0.01, 0.57, -0.37], [-2.12, 0.44, -0.44], [-2.22, 0.77, -2.26], [-0.84, 1.30, -2.83], [0.24, 1.35, -2.00], [1.52, 1.67, -2.34], [1.68, 2.32, -3.57], [0.55, 2.47, -4.39], [-0.70, 1.98, -4.04], [2.63, 1.15, -1.43], [2.06, -0.27, -0.39], [-1.61, 2.25, -4.56], [2.67, 2.50, -3.91], [0.65, 3.02, -5.32], [3.51, 0.80, -1.98], [2.91, 1.95, -0.74], [-2.60, -0.04, -2.89], [-3.01, 1.59, -2.25], [-1.12, -2.24, -3.55], [-1.63, -2.24, -4.36], [-2.36, -2.85, -4.14], [0.45, -2.76, -0.53], [-0.28, -3.31, -0.83], [0.14, -4.18, -1.01], [2.74, -1.72, -1.34], [3.68, -1.44, -1.82], [2.96, -2.60, -0.73], [2.07, -2.05, -2.14], [3.13, -0.32, 1.10], [3.04, -1.28, 1.62], [4.22, -0.19, 0.92], [2.79, 0.42, 1.84], [-3.00, 1.81, 0.37], [-3.99, 1.82, -0.12], [-3.12, 1.65, 1.45], [-2.46, 2.75, 0.21], [-3.04, -1.07, -0.10], [-3.16, -1.23, 0.99], [-4.04, -0.94, -0.57], [-2.51, -1.94, -0.52], [-0.82, 0.33, 2.67], [-0.16, 0.99, 1.53], [0.74, 2.00, 2.09], [0.46, 2.06, 3.40], [1.02, 2.93, 4.31], [0.58, 2.78, 5.61], [-0.36, 1.82, 5.97], [-0.93, 0.94, 5.06], [-0.50, 1.08, 3.75], [1.74, 3.71, 4.00], [0.97, 3.46, 6.36], [-0.67, 1.75, 7.01], [-1.66, 0.18, 5.37]]
}

=====

{
  "formula": "C17H27Br6Cl2CuO7",
  "method": "ωB97M-V/def2-TZVPD",
  "e_homo_ev": [-5.468, -8.116],
  "lumo_ev": [-0.9, -1.3],
  "charge": 0,
  "total_energy_ev": -522332.1412,
  "spin_multiplicity": 3,
  "symbols": ["Cu", "C", "C", "O", "H", "H", "H", "H", "H", "O", "C", "O", "C", "C", "C", "H", "H", "H", "H", "H", "H", "O", "C", "O", "C", "C", "C", "H", "H", "H", "H", "H", "H", "O", "C", "O", "C", "C", "C", "H", "H", "H", "H", "H", "H", "C", "Cl", "Cl", "H", "H", "C", "Br", "Br", "Br", "H", "C", "Br", "Br", "Br", "H"],
  "coordinates": [[-7.10, -27.86, 7.32], [-4.78, -28.94, 3.39], [-6.09, -29.06, 4.21], [-5.90, -28.52, 5.49], [-4.07, -29.51, 4.00], [-4.32, -27.95, 3.41], [-4.74, -29.25, 2.35], [-6.45, -30.09, 4.10], [-6.94, -28.52, 3.78], [-5.56, -29.33, 8.25], [-4.54, -29.54, 8.91], [-3.68, -30.51, 8.58], [-2.60, -30.67, 9.50], [-3.19, -30.09, 10.79], [-4.15, -29.07, 10.31], [-1.83, -30.01, 9.09], [-2.48, -31.76, 9.57], [-2.41, -29.69, 11.44], [-3.79, -30.88, 11.24], [-3.63, -28.12, 10.34], [-5.07, -29.03, 10.89], [-6.09, -26.40, -0.24], [-6.40, -26.05, 0.90], [-7.65, -26.09, 1.49], [-7.70, -25.73, 2.83], [-6.45, -24.93, 3.02], [-5.50, -25.53, 2.00], [-7.72, -26.49, 3.61], [-8.57, -25.12, 3.11], [-6.03, -24.88, 4.03], [-6.47, -23.84, 2.95], [-5.14, -26.51, 2.31], [-4.70, -24.84, 1.75], [-8.48, -29.35, 6.62], [-9.22, -30.06, 5.95], [-9.39, -29.88, 4.61], [-10.41, -30.68, 4.09], [-11.23, -31.04, 5.24], [-10.21, -31.09, 6.42], [-9.83, -31.51, 3.69], [-10.96, -30.05, 3.38], [-11.73, -32.01, 5.25], [-12.06, -30.36, 5.40], [-9.75, -32.05, 6.65], [-10.68, -30.92, 7.38], [-2.36, -28.21, 6.02], [-2.28, -27.13, 7.47], [-0.89, -29.27, 6.00], [-3.11, -29.00, 6.10], [-2.52, -27.54, 5.17], [-6.11, -32.22, 1.53], [-6.49, -33.23, 3.27], [-7.69, -31.28, 0.89], [-5.16, -33.44, 0.12], [-5.36, -31.45, 1.73], [-2.27, -28.62, 0.30], [-1.00, -29.46, 1.56], [-3.89, -29.70, -0.04], [-1.28, -28.04, -1.35], [-2.59, -27.72, 0.81]]
}

=====

{
  "formula": "C17H27BrN4O8PS2",
  "method": "ωB97M-V/def2-TZVPD",
  "e_homo_ev": -10.819,
  "lumo_ev": -4.0,
  "charge": 1,
  "total_energy_ev": -141394.1636,
  "symbols": ["C", "C", "O", "O", "C", "C", "C", "N", "C", "C", "C", "S", "C", "S", "N", "C", "C", "N", "C", "C", "O", "N", "O", "P", "O", "Br", "H", "H", "H", "H", "H", "H", "H", "H", "H", "H", "H", "H", "H", "H", "H", "H", "H", "H", "H", "H", "H", "C", "C", "C", "O", "C", "O", "O", "H", "H", "H", "H", "H", "H"],
  "coordinates": [[-0.43, -1.26, -5.39], [-0.07, -2.53, -4.47], [0.72, -3.40, -4.92], [-0.65, -2.55, -3.17], [-0.88, -3.91, -2.71], [-1.73, -3.85, -1.32], [-0.66, -3.83, -0.13], [-1.17, -3.30, 1.18], [-0.75, -1.85, 1.48], [-0.77, -0.88, 0.20], [-0.85, 0.69, 0.54], [-0.46, 1.14, 2.29], [1.29, 1.73, 2.46], [1.50, 3.41, 2.53], [2.48, 0.87, 2.51], [3.35, 0.94, 3.68], [4.46, -0.07, 3.29], [4.19, -0.69, 2.00], [2.97, -0.10, 1.53], [-2.63, -3.48, 1.42], [-3.45, -2.39, 0.94], [-4.65, -2.34, 1.60], [-4.76, -1.28, 2.13], [-0.34, -4.31, 2.47], [1.30, -4.57, 2.01], [-0.20, -3.18, 4.42], [-0.33, -1.53, -6.50], [0.30, -0.42, -5.10], [-1.50, -0.96, -5.11], [0.15, -4.41, -2.54], [-1.46, -4.57, -3.43], [-2.40, -4.80, -1.25], [-2.43, -2.96, -1.36], [-0.37, -4.94, 0.06], [0.33, -3.34, -0.45], [0.35, -1.89, 1.84], [-1.44, -1.50, 2.33], [0.15, -1.04, -0.47], [-1.68, -1.13, -0.44], [-1.92, 1.03, 0.28], [-0.17, 1.26, -0.20], [3.26, 1.57, 4.63], [5.40, -0.37, 3.88], [2.42, -0.34, 0.55], [-2.77, -3.51, 2.57], [-3.05, -4.46, 1.03], [1.32, -5.55, 1.84], [-0.49, 7.62, -0.05], [0.55, 6.52, -0.15], [1.65, 6.83, -1.13], [2.05, 5.53, -1.56], [0.97, 4.72, -1.41], [0.89, 3.61, -1.85], [-0.02, 5.33, -0.69], [-1.24, 7.35, 0.71], [-0.04, 8.57, 0.23], [-1.03, 7.73, -0.99], [0.95, 6.29, 0.84], [2.48, 7.36, -0.67], [1.31, 7.39, -2.00]]
}

=====

{
  "formula": "C17H27ClN2O3S2",
  "method": "ωB97M-V/def2-TZVPD",
  "e_homo_ev": -8.612,
  "lumo_ev": 0.5,
  "charge": 0,
  "total_energy_ev": -61382.3104,
  "smiles": "CCS[C@H](C)C(=O)N(C)CCOCCN(C)C(=O)c1c(C)csc1Cl",
  "symbols": ["C", "C", "S", "C", "C", "C", "O", "N", "C", "C", "C", "O", "C", "C", "N", "C", "C", "O", "C", "C", "C", "C", "S", "C", "Cl", "H", "H", "H", "H", "H", "H", "H", "H", "H", "H", "H", "H", "H", "H", "H", "H", "H", "H", "H", "H", "H", "H", "H", "H", "H", "H", "H"],
  "coordinates": [[-2.87, -3.49, -1.31], [-1.43, -3.94, -1.61], [-0.29, -3.63, -0.23], [1.35, -3.77, -1.04], [1.58, -5.17, -1.66], [2.50, -3.33, -0.10], [3.24, -4.20, 0.36], [2.70, -2.01, 0.18], [3.83, -1.58, 1.03], [1.77, -0.92, -0.16], [0.89, -0.44, 1.01], [-0.02, 0.56, 0.59], [-1.20, 0.07, -0.05], [-2.23, 1.18, -0.36], [-1.77, 2.57, -0.17], [-0.79, 3.02, -1.17], [-2.18, 3.28, 0.91], [-3.05, 2.89, 1.69], [-1.53, 4.54, 1.17], [-0.20, 4.67, 1.65], [0.71, 3.53, 2.06], [0.14, 6.01, 1.80], [-1.10, 7.11, 1.30], [-2.13, 5.78, 0.91], [-3.70, 6.10, 0.28], [-3.53, -3.70, -2.15], [-3.27, -4.00, -0.44], [-2.91, -2.42, -1.12], [-1.43, -5.01, -1.81], [-1.06, -3.45, -2.51], [1.35, -3.07, -1.88], [2.56, -5.24, -2.13], [1.52, -5.94, -0.89], [0.84, -5.41, -2.42], [4.56, -2.37, 1.20], [4.36, -0.75, 0.57], [3.47, -1.26, 2.01], [2.29, -0.07, -0.58], [1.10, -1.20, -0.97], [0.38, -1.27, 1.50], [1.53, -0.01, 1.78], [-0.95, -0.44, -0.98], [-1.69, -0.68, 0.58], [-2.56, 1.07, -1.39], [-3.15, 0.97, 0.19], [-0.53, 4.08, -1.08], [0.13, 2.45, -1.09], [-1.19, 2.88, -2.18], [1.46, 3.83, 2.79], [0.15, 2.72, 2.53], [1.23, 3.09, 1.21], [1.07, 6.40, 2.18]]
}

=====

{
  "formula": "C17H27FN2SSi",
  "method": "ωB97M-V/def2-TZVPD",
  "e_homo_ev": -8.957,
  "lumo_ev": 0.7,
  "charge": 0,
  "total_energy_ev": -42477.0243,
  "smiles": "C[Si@@H](CCCF)CCCS.c1ccncc1.c1ccncc1",
  "symbols": ["C", "Si", "C", "C", "C", "F", "C", "C", "C", "S", "H", "H", "H", "H", "H", "H", "H", "H", "H", "H", "H", "H", "H", "H", "H", "H", "H", "C", "C", "C", "N", "C", "C", "H", "H", "H", "H", "H", "C", "C", "C", "N", "C", "C", "H", "H", "H", "H", "H"],
  "coordinates": [[4.62, 2.84, 0.14], [3.13, 1.94, -0.70], [3.32, 0.09, -0.28], [1.98, -0.66, 0.08], [1.64, -1.78, -0.96], [1.00, -1.28, -2.10], [1.56, 2.75, 0.01], [0.23, 2.37, -0.74], [-1.06, 2.32, 0.15], [-0.89, 1.36, 1.71], [4.57, 2.51, 1.22], [4.50, 3.94, 0.13], [5.60, 2.49, -0.24], [3.30, 2.21, -2.15], [4.04, -0.02, 0.57], [3.81, -0.41, -1.15], [1.11, 0.00, 0.29], [2.17, -1.22, 1.03], [0.96, -2.54, -0.50], [2.58, -2.27, -1.30], [1.55, 2.57, 1.10], [1.69, 3.86, -0.12], [0.06, 3.17, -1.50], [0.34, 1.42, -1.32], [-1.50, 3.32, 0.38], [-1.84, 1.78, -0.45], [-0.05, 2.15, 2.48], [-0.82, -2.38, 4.68], [-0.87, -1.52, 3.60], [-0.60, -2.03, 2.34], [-0.29, -3.31, 2.10], [-0.25, -4.12, 3.16], [-0.50, -3.72, 4.46], [-1.02, -2.03, 5.68], [-1.11, -0.47, 3.73], [-0.64, -1.39, 1.46], [0.01, -5.15, 2.94], [-0.45, -4.42, 5.28], [-4.43, -0.85, -3.98], [-3.04, -0.80, -4.05], [-2.37, -0.05, -3.11], [-2.97, 0.64, -2.14], [-4.30, 0.58, -2.09], [-5.07, -0.15, -2.98], [-4.99, -1.43, -4.70], [-2.50, -1.34, -4.82], [-1.28, 0.02, -3.12], [-4.77, 1.15, -1.29], [-6.15, -0.16, -2.89]]
}

=====

{
  "formula": "C17H27FN3O2S",
  "method": "ωB97M-V/def2-TZVPD",
  "e_homo_ev": -10.460,
  "lumo_ev": -3.1,
  "charge": 1,
  "total_energy_ev": -40176.0931,
  "symbols": ["C", "C", "C", "N", "C", "C", "C", "C", "C", "C", "C", "C", "S", "O", "O", "F", "H", "H", "H", "H", "H", "H", "H", "H", "H", "H", "H", "H", "H", "H", "H", "H", "C", "C", "N", "C", "C", "N", "C", "C", "H", "H", "H", "H", "H", "H", "H", "H", "H", "H", "H"],
  "coordinates": [[-2.81, -0.73, 0.03], [-2.51, -1.67, -1.23], [-2.12, -0.74, -2.49], [-0.76, -1.10, -2.97], [0.12, 0.10, -2.92], [1.65, -0.19, -2.93], [2.54, 0.99, -3.02], [3.98, 0.89, -3.04], [4.61, -0.43, -3.02], [3.75, -1.63, -2.93], [4.36, -3.08, -2.90], [2.28, -1.50, -2.86], [-0.71, -1.91, -4.45], [0.17, -1.29, -5.42], [-0.23, -3.26, -4.19], [-2.17, -2.07, -5.16], [-2.52, -1.31, 0.95], [-2.19, 0.20, 0.03], [-3.89, -0.41, 0.04], [-1.62, -2.29, -0.95], [-3.38, -2.32, -1.48], [-2.94, -0.84, -3.24], [-2.19, 0.31, -2.09], [-0.12, 0.72, -3.83], [-0.07, 0.74, -2.01], [2.08, 2.01, -3.04], [4.64, 1.79, -3.08], [5.72, -0.57, -3.04], [3.65, -3.73, -3.48], [5.31, -3.07, -3.51], [4.52, -3.46, -1.86], [1.66, -2.42, -2.76], [-1.40, 0.91, 6.96], [-2.13, 0.54, 5.68], [-1.45, 1.08, 4.49], [-1.02, 0.37, 3.39], [-0.53, 1.27, 2.50], [-0.65, 2.51, 3.09], [-1.21, 2.38, 4.29], [-0.27, 3.79, 2.48], [-1.32, 2.00, 7.06], [-1.94, 0.53, 7.82], [-0.39, 0.50, 6.96], [-3.14, 0.94, 5.68], [-2.20, -0.55, 5.58], [-1.12, -0.70, 3.35], [-0.11, 1.19, 1.52], [-1.43, 3.18, 4.98], [0.49, 4.27, 3.10], [-1.15, 4.43, 2.41], [0.13, 3.62, 1.49]]
}

=====

{
  "formula": "C17H27N3O2S",
  "method": "ωB97M-V/def2-TZVPD",
  "e_homo_ev": -8.003,
  "lumo_ev": -1.5,
  "charge": 0,
  "total_energy_ev": -37452.1568,
  "smiles": "CCCCNc1c(O)c(OCCC)c(CCCC)c2nsnc12",
  "symbols": ["C", "C", "C", "C", "N", "C", "C", "O", "C", "O", "C", "C", "C", "C", "C", "C", "C", "C", "C", "N", "S", "N", "C", "H", "H", "H", "H", "H", "H", "H", "H", "H", "H", "H", "H", "H", "H", "H", "H", "H", "H", "H", "H", "H", "H", "H", "H", "H", "H", "H"],
  "coordinates": [[-4.76, -1.06, 0.59], [-3.43, -1.01, 1.60], [-3.20, -2.44, 2.41], [-1.67, -3.05, 2.21], [-1.38, -3.47, 0.77], [-0.27, -2.58, 0.24], [-0.61, -1.51, -0.99], [-2.00, -1.52, -1.50], [0.51, -0.49, -1.63], [0.31, 0.47, -2.72], [-0.87, 1.32, -2.51], [-0.57, 2.93, -2.50], [-0.83, 3.44, -0.93], [2.04, -0.61, -0.97], [3.34, 0.26, -1.47], [3.85, 1.16, -0.19], [3.57, 2.76, -0.45], [3.10, 3.42, 0.98], [2.34, -1.72, 0.24], [3.62, -2.06, 0.97], [3.36, -3.37, 2.14], [1.63, -3.72, 2.00], [1.22, -2.75, 0.90], [-4.49, -0.61, -0.46], [-5.62, -0.49, 1.15], [-5.03, -2.20, 0.42], [-3.60, -0.10, 2.35], [-2.44, -0.80, 1.01], [-3.29, -2.18, 3.57], [-4.05, -3.23, 2.20], [-1.62, -4.00, 2.92], [-0.92, -2.28, 2.65], [-1.11, -4.48, 0.78], [-2.23, -2.49, -1.65], [-1.59, 1.13, -3.44], [-1.50, 1.08, -1.55], [0.48, 3.25, -2.90], [-1.45, 3.44, -3.12], [-2.00, 3.46, -0.80], [-0.42, 2.53, -0.26], [-0.31, 4.46, -0.69], [3.16, 0.87, -2.45], [4.20, -0.52, -1.70], [3.30, 0.85, 0.81], [5.01, 0.99, 0.03], [2.77, 2.86, -1.30], [4.57, 3.26, -0.79], [3.34, 2.75, 1.92], [3.60, 4.48, 1.17], [1.93, 3.57, 0.92]]
}

=====

{
  "formula": "C17H27N3O3S",
  "method": "ωB97M-V/def2-TZVPD",
  "e_homo_ev": -7.284,
  "lumo_ev": 0.5,
  "charge": 0,
  "total_energy_ev": -39515.3054,
  "smiles": "CCCCCC(=O)Nc1ccc(N2CCN(S(C)(=O)=O)CC2)cc1",
  "symbols": ["C", "C", "C", "C", "C", "C", "O", "N", "C", "C", "C", "C", "N", "C", "C", "N", "S", "C", "O", "O", "C", "C", "C", "C", "H", "H", "H", "H", "H", "H", "H", "H", "H", "H", "H", "H", "H", "H", "H", "H", "H", "H", "H", "H", "H", "H", "H", "H", "H", "H", "H"],
  "coordinates": [[2.14, 3.11, -0.91], [3.07, 2.47, 0.12], [3.44, 1.05, -0.30], [4.26, 0.32, 0.77], [4.59, -1.12, 0.36], [3.35, -1.85, -0.14], [3.28, -2.34, -1.24], [2.35, -1.89, 0.79], [0.98, -2.05, 0.56], [0.10, -1.72, 1.59], [-1.26, -1.71, 1.38], [-1.80, -2.03, 0.13], [-3.18, -1.98, -0.14], [-4.05, -1.38, 0.85], [-3.97, 0.17, 0.80], [-3.04, 0.63, -0.20], [-1.58, 1.28, 0.28], [-1.83, 3.01, -0.19], [-0.51, 0.77, -0.52], [-1.48, 1.23, 1.70], [-3.12, 0.05, -1.52], [-3.54, -1.43, -1.44], [-0.91, -2.47, -0.85], [0.45, -2.48, -0.65], [1.85, 4.11, -0.60], [1.25, 2.50, -1.03], [2.64, 3.18, -1.88], [2.55, 2.43, 1.08], [3.97, 3.07, 0.24], [2.52, 0.50, -0.49], [4.01, 1.08, -1.23], [3.71, 0.34, 1.71], [5.20, 0.86, 0.94], [5.31, -1.12, -0.45], [5.02, -1.66, 1.21], [2.56, -1.47, 1.69], [0.48, -1.41, 2.55], [-1.89, -1.39, 2.20], [-5.07, -1.71, 0.61], [-3.81, -1.77, 1.83], [-3.61, 0.57, 1.75], [-4.96, 0.60, 0.59], [-2.69, 3.38, 0.35], [-0.94, 3.56, 0.09], [-1.98, 3.05, -1.26], [-2.13, 0.14, -1.95], [-3.83, 0.62, -2.13], [-4.63, -1.53, -1.54], [-3.08, -2.00, -2.24], [-1.28, -2.80, -1.81], [1.11, -2.78, -1.44]]
}

=====

{
  "formula": "C17H27N3O3S",
  "method": "ωB97M-V/def2-TZVPD",
  "e_homo_ev": -8.587,
  "lumo_ev": 0.6,
  "charge": 0,
  "total_energy_ev": -39515.2783,
  "smiles": "CCCOC[C@H](O)C[C@@H](CC)C(=O)NNC(=S)Nc1ccccc1",
  "symbols": ["C", "C", "C", "O", "C", "C", "O", "C", "C", "C", "C", "C", "O", "N", "N", "C", "S", "N", "C", "C", "C", "C", "C", "C", "H", "H", "H", "H", "H", "H", "H", "H", "H", "H", "H", "H", "H", "H", "H", "H", "H", "H", "H", "H", "H", "H", "H", "H", "H", "H", "H"],
  "coordinates": [[-0.48, -6.80, -0.25], [-0.92, -5.35, -0.39], [-0.43, -4.49, 0.76], [-0.86, -3.17, 0.56], [-0.47, -2.29, 1.58], [-0.94, -0.87, 1.24], [-0.28, -0.38, 0.10], [-0.76, 0.05, 2.45], [-1.30, 1.46, 2.19], [-1.03, 2.43, 3.35], [-1.82, 2.07, 4.61], [-0.72, 2.06, 0.92], [-1.38, 2.52, 0.01], [0.64, 2.18, 0.92], [1.26, 2.44, -0.30], [2.17, 1.56, -0.79], [2.92, 0.47, 0.22], [2.55, 1.67, -2.08], [1.88, 2.31, -3.14], [2.64, 2.90, -4.14], [2.01, 3.52, -5.21], [0.63, 3.56, -5.28], [-0.13, 2.95, -4.29], [0.49, 2.32, -3.22], [-0.87, -7.23, 0.67], [-0.85, -7.39, -1.09], [0.60, -6.87, -0.23], [-2.01, -5.29, -0.42], [-0.54, -4.93, -1.32], [-0.81, -4.88, 1.72], [0.68, -4.52, 0.81], [-0.90, -2.60, 2.55], [0.63, -2.29, 1.69], [-2.00, -0.91, 0.95], [0.67, -0.56, 0.18], [-1.30, -0.38, 3.30], [0.30, 0.09, 2.72], [-2.38, 1.40, 2.02], [-1.32, 3.43, 3.03], [0.03, 2.44, 3.58], [-1.49, 1.12, 5.02], [-2.88, 2.01, 4.39], [-1.67, 2.84, 5.37], [1.23, 1.57, 1.49], [0.65, 2.96, -0.92], [3.42, 1.21, -2.31], [3.71, 2.86, -4.09], [2.61, 3.97, -5.99], [0.14, 4.05, -6.11], [-1.20, 2.95, -4.35], [-0.12, 1.81, -2.49]]
}